# 1
This record from OMol25 describes 5 unconnected molecules or ions with the total composition C37H44F9N3O20S4. The level of theory is wB97M-V/def2-TZVPD.

Structure (XYZ):
```
117
Properties=species:S:1:pos:R:3
C -2.34470 0.04479 3.04940
C -3.84762 0.69960 3.23993
C -4.13135 1.92723 4.28903
C -5.64318 2.59519 4.53685
C -6.95765 2.02140 3.70304
C -6.67164 0.82562 2.61357
C -5.16091 0.15417 2.35906
C -5.09892 -1.05542 1.25635
C -4.44395 -0.65905 -0.18961
C -5.06745 -1.31630 -1.40839
N -6.24567 -2.26484 -1.36016
C -4.41732 -1.01194 -2.92023
O -5.15896 -0.86594 -4.02204
C -2.74819 -0.89240 -2.90804
C -1.76865 -1.43565 -4.10390
N -2.43209 -2.04797 -5.32477
C -0.11505 -1.28873 -3.91025
O 0.70527 -1.83873 -5.00148
C 1.26480 -3.14643 -4.60256
C 0.23345 -4.41252 -4.76063
C 0.01100 -5.10733 -3.26504
O 0.74631 -5.48411 -5.67775
C 0.54812 -0.61903 -2.56936
C 2.19167 -0.48398 -2.28943
C 2.61060 -1.71355 -1.29097
C 3.65324 -1.32019 -0.09097
F 2.87555 -1.46406 1.19592
F 4.14624 0.07585 -0.11293
C 4.93214 -2.36734 0.06675
F 4.30502 -3.72931 0.24155
F 5.59117 -2.06012 1.36282
C 5.93520 -2.39944 -1.22776
F 5.49545 -3.26141 -2.34789
F 6.29165 -1.05937 -1.77334
C 7.37888 -3.05180 -0.69142
F 8.19383 -3.46269 -1.89182
F 7.18931 -4.28653 0.11539
F 8.21709 -2.05685 0.03780
C -0.42062 -0.01862 -1.37737
C 0.14224 0.69219 -0.00817
C 0.48573 2.30941 -0.23855
N 1.82056 2.70289 -0.14278
C -2.05987 -0.16773 -1.56647
C -3.13521 0.36168 -0.39874
O -2.96784 1.51372 0.25479
H -1.94128 -0.52688 3.98731
H -1.61509 0.97208 2.86688
H -2.24059 -0.61150 2.05956
H -3.25098 2.38420 4.91697
H -5.83600 3.45574 5.31624
H -8.05429 2.41181 3.84420
H -7.61376 0.40974 2.01013
H -4.40405 -1.90925 1.71696
H -6.19079 -1.52872 1.18212
H -7.11290 -1.67223 -1.29064
H -6.30132 -2.68971 -2.33126
H -3.07564 -1.35771 -5.77723
H -2.93830 -2.92474 -5.06213
H 1.60204 -3.12929 -3.46934
H 2.23117 -3.42554 -5.24411
H -0.83326 -4.14039 -5.15693
H 1.09766 -5.31910 -2.84446
H -0.61022 -4.40563 -2.52776
H -0.54023 -6.15082 -3.36842
H 0.94541 -6.30227 -5.10814
H 2.73364 -0.65120 -3.33723
H 2.34065 0.59079 -1.85184
H 3.05858 -2.60046 -1.92904
H 1.61087 -2.10819 -0.79683
H -0.57693 0.58231 0.91711
H 1.16674 0.18702 0.24519
H -0.32902 3.13149 -0.43532
H 1.91151 3.73201 -0.29141
C 2.07729 6.75559 -4.12977
C 3.09637 7.24836 -3.10586
O 2.32842 7.61640 -1.96236
S 1.02021 6.64678 -1.86823
O 1.31508 5.58031 -0.93719
O -0.15748 7.47694 -1.76688
O 1.09853 6.03900 -3.37897
H 1.57900 7.59503 -4.62534
H 2.53038 6.10610 -4.88352
H 3.67593 8.09941 -3.47135
H 3.77829 6.44411 -2.81007
C 8.47352 0.77515 1.37421
C 7.59001 0.54100 2.59663
O 8.38689 0.93004 3.71306
S 9.37825 2.14321 3.25934
O 8.77112 3.39430 3.65594
O 10.73264 1.78061 3.60652
O 9.19286 1.97626 1.64824
H 9.19877 -0.03563 1.25097
H 7.88882 0.88179 0.45659
H 7.27708 -0.50158 2.69084
H 6.70499 1.18558 2.57249
C -5.71662 -6.19523 0.24292
C -6.60013 -6.42938 1.46534
O -5.80325 -6.04034 2.58177
S -4.81189 -4.82717 2.12805
O -5.41902 -3.57608 2.52465
O -3.45749 -5.18977 2.47523
O -4.99728 -4.99413 0.51695
H -4.99137 -7.00601 0.11968
H -6.30132 -6.08859 -0.67469
H -6.91306 -7.47196 1.55955
H -7.48515 -5.78480 1.44120
C -0.43473 4.90685 4.03145
C -0.24180 5.88424 5.18783
O -1.53601 6.42824 5.43654
S -2.66053 5.29624 5.09823
O -3.03813 4.65123 6.33618
O -3.62141 5.86604 4.18256
O -1.69339 4.27880 4.26916
H -0.49308 5.43521 3.07438
H 0.36176 4.15934 3.98548
H 0.47041 6.67745 4.94835
H 0.08527 5.36316 6.09383
```

gap between HOMO and LUMO	6.195	eV
molar mass	1150.01	Da
largest force on an atom	8.237	eV/Å
E_HOMO	-7.83	eV
SMILES	[H]/N=C/Cc1c(CCC(F)(F)C(F)(F)C(F)(F)C(F)(F)F)c(OC[C@H](C)O)c(N)c2c1C(=O)C(Cc1ccccc1C)=C(N)C2=O.O=S1(=O)OCCO1.O=S1(=O)OCCO1.O=S1(=O)OCCO1.O=S1(=O)OCCO1
2S+1	1
net charge	0



# 2
This record from OMol25 describes a single C3H6N2O2 molecule. The level of theory is wB97M-V/def2-TZVPD.

Structure (XYZ):
```
13
Properties=species:S:1:pos:R:3
N 0.41373 0.54109 -2.02543
C 0.55921 -0.52696 0.01739
O 1.37302 -1.40263 -0.15144
C 0.64025 0.83999 -0.60437
O -0.34457 0.98344 2.04338
C -0.94984 -0.02841 1.77252
N -0.67497 -0.79884 0.66394
H 1.02653 -0.22309 -2.30348
H -0.53136 0.18056 -2.13132
H -0.12629 1.52924 -0.24457
H 1.61797 1.29596 -0.41704
H -1.76060 -0.43260 2.39751
H -0.96901 -1.76725 0.67304
```

gap between HOMO and LUMO	10.330	eV
molar mass	102.09	Da
largest force on an atom	0.498	eV/Å
E_HOMO	-9.69	eV
SMILES	NCC(=O)NC=O
2S+1	1
net charge	0
ΔE to the lowest compared entry with this formula, charge and spin	31.43	kcal/mol



# 3
This record from OMol25 describes a molecular structure, C22H24AsNS4Sn. The level of theory is wB97M-V/def2-TZVPD.

Structure (XYZ):
```
53
Properties=species:S:1:pos:R:3
Sn -0.96616 -0.40039 -0.86294
S 0.35455 -1.37786 2.73465
C 1.78141 -0.31623 2.90391
C 2.65240 -0.61474 3.95056
C 3.80095 0.13128 4.14651
C 4.08040 1.18826 3.29553
C 3.22189 1.48756 2.25117
C 2.07563 0.73019 2.01964
S 1.01967 1.28027 0.66901
C 2.17934 1.33850 -0.72644
C 2.17068 0.21787 -1.73628
C 3.39137 -0.14840 -2.28275
C 3.42091 -1.02041 -3.35713
C 2.22305 -1.44414 -3.90132
C 1.03028 -1.04564 -3.31506
C -0.24472 -1.37483 -4.04125
S -1.73462 -1.73376 -3.03780
C -2.89489 -0.56188 -3.72525
C -3.70690 -1.03213 -4.75490
C -4.59017 -0.17762 -5.38835
C -4.66109 1.15000 -4.98860
C -3.87326 1.60992 -3.94717
C -2.98578 0.76049 -3.28842
S -2.08224 1.48969 -1.93693
N 1.01408 -0.28155 -2.20844
H 2.42090 -1.44842 4.60039
H 4.46803 -0.11094 4.96230
H 4.96434 1.79223 3.44952
H 3.43583 2.33236 1.60851
H 3.17631 1.45084 -0.31013
H 1.92436 2.26205 -1.25108
H 4.30817 0.25558 -1.87672
H 4.36188 -1.34025 -3.78412
H 2.20847 -2.06722 -4.78458
H -0.09009 -2.24265 -4.67766
H -0.51351 -0.52403 -4.66927
H -3.65100 -2.07174 -5.05120
H -5.21389 -0.54472 -6.19127
H -5.34521 1.83036 -5.47726
H -3.93844 2.64096 -3.62545
C -0.46657 -0.67519 5.93667
As -1.03926 -0.40093 4.11577
C -2.69618 -1.32040 3.78420
C -1.20019 1.48456 3.74463
H -1.26181 -0.35777 6.61070
H 0.43051 -0.08969 6.12999
H -0.25504 -1.73137 6.09003
H -3.42255 -1.06129 4.55303
H -2.51483 -2.39385 3.80008
H -3.07826 -1.02940 2.80801
H -1.66536 1.97323 4.59964
H -1.81387 1.62877 2.85680
H -0.20949 1.90449 3.57654
```

gap between HOMO and LUMO	7.489	eV
molar mass	624.34	Da
largest force on an atom	0.447	eV/Å
E_HOMO	-12.96	eV
2S+1	1
net charge	+2